# 1
{"formula": "C4H5O2Rh", "method": "ωB97M-V with the def2-TZVPD basis set", "symbols": ["H", "C", "O", "Rh", "H", "C", "C", "H", "C", "H", "H", "O"], "positions_angstrom": [[0.14, -2.46, 0.94], [-0.96, 0.49, 0.68], [-0.31, 1.43, 0.08], [1.40, 1.34, -1.25], [-0.57, 2.32, 0.37], [-0.76, -0.86, 0.38], [-0.95, -1.81, 1.38], [1.60, 2.84, -1.92], [0.48, -1.33, -0.38], [0.20, -2.20, -1.00], [-1.55, 0.76, 1.56], [1.29, -0.49, -0.84]], "e_tot_ev": -11300.9927, "relative_energy_kj_mol": 285.8, "s2": 6.039, "charge": 2, "spin_multiplicity": 5, "homo_energy_ev": [-18.07, -19.46], "gap_ev": [6.145, 6.556], "lumo_energy_ev": [-11.920, -12.904]}

# 2
{"formula": "C28H32N2O3", "method": "ωB97M-V with the def2-TZVPD basis set", "symbols": ["H", "C", "H", "C", "H", "C", "H", "H", "O", "H", "C", "H", "H", "C", "C", "C", "H", "H", "H", "O", "H", "C", "O", "H", "H", "N", "C", "C", "C", "C", "C", "H", "H", "H", "C", "C", "H", "H", "C", "C", "C", "C", "C", "C", "C", "H", "H", "H", "H", "H", "N", "H", "H", "H", "C", "H", "C", "H", "C", "H", "C", "H", "C", "C", "H"], "positions_angstrom": [[4.71, -0.90, 8.06], [2.36, -2.58, -0.43], [-2.47, 0.91, -5.91], [1.36, -0.66, -1.68], [-2.40, -1.80, 2.87], [0.53, 1.51, -2.30], [1.12, -2.64, 5.76], [-0.45, -2.54, 3.89], [-1.09, -0.23, 2.55], [-3.87, 4.42, -5.66], [0.63, -4.28, 0.12], [-3.61, 2.56, -7.35], [-1.44, 1.28, -7.29], [0.92, -1.70, 5.27], [-0.84, -0.42, -2.62], [-0.95, -2.38, 1.38], [-2.31, -3.99, 1.76], [0.58, -0.98, 0.87], [3.78, 0.79, 6.49], [3.37, -3.22, -0.22], [0.25, 1.66, 3.56], [-1.87, 1.70, -6.39], [2.44, -0.75, 6.78], [-2.19, 3.62, -7.28], [-1.76, -0.87, -2.96], [-1.23, 2.78, -4.22], [3.16, 0.36, 7.28], [0.25, -2.01, 0.80], [0.17, -1.22, -2.12], [1.34, 0.65, 5.10], [1.58, -0.57, 5.73], [4.61, 0.69, 8.83], [-1.49, 4.64, -5.05], [0.66, 2.58, -2.39], [-1.77, 1.84, -3.25], [4.03, -0.14, 8.42], [2.46, 1.13, 7.64], [-0.13, 1.28, -5.15], [1.04, -2.96, 0.15], [-0.22, -0.42, 3.60], [-2.77, 2.88, -6.72], [-0.68, 0.96, -2.71], [-3.29, 3.52, -5.43], [0.44, 0.72, 4.05], [1.54, 0.72, -1.79], [1.26, -5.01, -0.37], [3.41, -0.57, 9.20], [3.34, -1.12, -1.38], [-2.59, 1.22, -3.64], [-2.50, -0.91, 1.34], [2.40, -1.44, -1.17], [0.03, -2.29, -2.08], [-0.12, 2.87, -5.95], [-0.90, -5.68, 0.65], [-2.10, 3.89, -4.53], [-3.94, 2.82, -4.91], [-0.58, -4.65, 0.68], [1.83, 1.55, 5.42], [-1.36, -3.70, 1.31], [-2.18, 2.44, -2.42], [0.03, -1.64, 4.22], [2.47, 1.16, -1.48], [-1.80, -1.34, 2.07], [-0.75, 2.14, -5.44], [-2.45, 4.33, -3.60]], "e_tot_ev": -38678.3576, "relative_energy_kj_mol": 19.0, "smiles": "CCOc1ccc(OCc2cccc(C(=O)Nc3ccc(CN4CCCCC4)cc3)c2)cc1", "charge": 0, "spin_multiplicity": 1, "homo_energy_ev": -7.87, "gap_ev": 8.540, "lumo_energy_ev": 0.670}

# 3
{"formula": "C18H25GaN2Te", "method": "ωB97M-V with the def2-TZVPD basis set", "symbols": ["C", "H", "N", "H", "C", "Ga", "C", "H", "C", "H", "C", "H", "C", "H", "H", "Te", "H", "C", "C", "H", "H", "H", "C", "H", "C", "H", "C", "C", "H", "H", "C", "C", "H", "C", "H", "H", "C", "H", "C", "H", "H", "H", "H", "C", "N", "H", "H"], "positions_angstrom": [[-1.40, -2.80, 0.76], [5.06, 0.08, 1.73], [-1.28, -0.97, -6.73], [-0.87, 2.34, 3.12], [-0.58, -0.59, -4.28], [0.75, 0.12, 0.24], [4.29, -0.53, 1.27], [-2.67, 2.68, 1.46], [-0.97, -0.80, -5.64], [-1.19, 1.49, -4.23], [3.56, 2.55, 0.82], [1.43, -0.84, 3.18], [-3.19, -0.61, -0.52], [-4.07, -0.96, 0.02], [-3.03, 2.18, -0.18], [3.36, 0.70, -0.22], [0.46, 1.30, 3.57], [-2.07, -0.34, 0.43], [0.31, -1.38, -2.21], [-1.35, -3.07, -0.30], [4.73, -1.37, 0.75], [-0.12, -1.37, 3.81], [-0.50, 0.77, 1.72], [3.57, -0.86, 2.01], [-1.62, 0.93, 0.86], [-1.51, 2.99, 0.20], [-2.24, 2.26, 0.55], [-0.02, 1.79, 2.72], [0.73, -2.17, -1.60], [-3.48, 0.26, -1.09], [0.51, -1.37, 2.92], [-0.23, -0.70, 1.79], [0.76, -2.40, 2.68], [-0.39, 0.83, -2.37], [4.62, 2.79, 0.79], [0.12, -2.61, -3.95], [-0.76, 0.66, -3.68], [-2.92, -1.40, -1.23], [-0.03, -1.62, -3.52], [3.00, 3.30, 0.28], [0.68, 2.53, 2.32], [-0.66, -3.38, 1.30], [-0.54, 1.78, -1.86], [-1.25, -1.33, 0.98], [0.15, -0.17, -1.64], [-2.39, -3.12, 1.11], [3.21, 2.44, 1.84]], "e_tot_ev": -81705.2346, "relative_energy_kj_mol": 17.1, "charge": 2, "spin_multiplicity": 1, "homo_energy_ev": -14.94, "gap_ev": 7.774, "lumo_energy_ev": -7.167}

# 4
{"formula": "C39H43NO2PS2V", "method": "ωB97M-V with the def2-TZVPD basis set", "symbols": ["H", "H", "C", "C", "C", "H", "H", "C", "H", "C", "H", "H", "C", "H", "C", "C", "H", "C", "C", "C", "H", "C", "H", "C", "H", "H", "C", "O", "C", "H", "P", "H", "H", "C", "C", "C", "S", "H", "C", "C", "C", "C", "H", "H", "C", "H", "H", "C", "C", "H", "C", "C", "H", "H", "H", "O", "C", "H", "H", "H", "H", "H", "H", "H", "C", "C", "H", "V", "C", "S", "C", "C", "H", "H", "H", "C", "H", "H", "H", "N", "C", "H", "C", "H", "C", "C", "C", "H", "H"], "positions_angstrom": [[-5.85, -5.52, -2.25], [0.14, 3.03, -2.41], [-1.73, 1.20, -1.54], [2.74, -1.94, -1.30], [4.03, -0.61, 2.81], [-1.14, -0.86, 6.55], [1.47, -4.55, -0.67], [-3.19, 2.91, -2.21], [1.85, -3.41, -2.59], [-4.53, -3.81, -2.24], [0.79, 5.26, 5.37], [4.97, -1.14, 2.72], [-1.93, 2.22, -2.66], [-2.63, 1.64, -4.66], [4.78, 0.65, -2.57], [-2.88, -0.76, 5.28], [3.20, -2.36, -0.39], [-3.62, -3.01, -1.56], [1.63, -0.71, 2.58], [-3.18, -3.51, -0.32], [0.74, -2.08, -2.15], [-1.53, -0.53, 5.62], [4.85, 1.37, 2.86], [-0.57, -3.98, -0.69], [-4.84, -3.64, -3.21], [-3.49, -1.42, 5.90], [1.51, -2.73, -1.77], [1.00, 0.27, -1.63], [-2.46, 0.51, 3.17], [-3.31, -2.10, -2.12], [0.01, 1.43, 2.30], [-4.37, -0.33, 3.68], [-0.71, -4.98, -0.31], [0.67, 4.91, 4.32], [0.34, 4.10, 1.69], [0.71, 5.38, 1.98], [-1.59, -2.95, 0.33], [6.62, 1.14, -3.57], [-2.20, 1.15, -3.79], [-4.85, -5.23, -0.35], [-5.17, -4.88, -1.64], [-3.85, -4.51, 0.33], [2.95, -2.46, 2.79], [-3.46, -4.91, 1.31], [0.93, -3.61, -0.60], [5.67, 0.67, -5.90], [0.76, -1.35, 2.56], [0.32, 3.59, 4.08], [5.04, 0.55, -4.98], [-0.99, -3.98, -1.71], [-0.63, 0.04, 4.73], [3.46, 0.24, -2.72], [3.42, -0.16, -6.12], [1.01, -3.10, 0.35], [-1.32, 0.54, -4.01], [-1.32, -1.46, -0.23], [0.92, 5.86, 3.31], [-3.06, 3.46, -1.19], [0.20, 2.90, 4.86], [-5.27, -6.08, 0.15], [-2.94, 0.40, -3.38], [3.59, -2.03, -2.08], [5.25, 0.70, -1.55], [2.79, 2.50, 2.53], [1.57, 0.64, 2.37], [3.98, 0.80, 2.76], [0.43, 0.21, 4.98], [-0.59, 0.26, -0.59], [2.77, 1.43, 2.61], [2.53, -0.17, -1.20], [5.59, 0.83, -3.70], [2.92, 0.04, -3.99], [1.89, -0.25, -4.17], [-0.98, 4.20, -2.99], [-3.48, 3.74, -2.98], [3.74, 0.15, -5.11], [0.00, 3.93, 0.63], [0.87, 6.07, 1.12], [-2.77, 0.88, 2.20], [-0.58, 1.20, 0.81], [-0.72, 3.11, -3.07], [1.45, 6.76, 3.53], [-3.31, -0.16, 4.05], [-3.96, 2.18, -2.08], [-1.07, 0.54, 3.50], [0.21, 3.15, 2.69], [2.90, -1.37, 2.73], [-0.47, 2.93, -4.09], [-2.71, 0.99, -1.08]], "e_tot_ev": -103364.6488, "relative_energy_kj_mol": 163.3, "s2": 3.974, "charge": -1, "spin_multiplicity": 4, "homo_energy_ev": [-1.05, -3.11], "gap_ev": [3.315, 5.368], "lumo_energy_ev": [2.264, 2.260]}

# 5
{"formula": "C4H5NO", "method": "ωB97M-V with the def2-TZVPD basis set", "symbols": ["C", "H", "H", "H", "C", "N", "C", "O", "H", "H", "C"], "positions_angstrom": [[-2.43, 0.25, 0.34], [-2.47, 0.43, 1.40], [0.82, 1.80, -0.47], [3.34, -1.11, 0.32], [0.79, 0.71, -0.22], [2.88, -0.20, 0.13], [-1.10, 0.34, -0.38], [-1.66, -0.87, -0.12], [-3.25, 0.56, -0.25], [1.42, -1.54, -0.46], [1.66, -0.36, -0.29]], "e_tot_ev": -7759.3854, "relative_energy_kj_mol": 689.0, "charge": 0, "spin_multiplicity": 1, "homo_energy_ev": [-8.74, -8.06], "gap_ev": [8.545, 7.291], "lumo_energy_ev": [-0.199, -0.767]}

# 6
{"formula": "C19H34N10O3", "method": "ωB97M-V with the def2-TZVPD basis set", "symbols": ["O", "C", "C", "H", "C", "H", "H", "C", "N", "N", "C", "C", "C", "H", "C", "H", "N", "N", "H", "H", "H", "C", "H", "H", "H", "H", "H", "C", "H", "C", "H", "H", "H", "H", "H", "N", "O", "C", "H", "N", "C", "C", "H", "H", "H", "N", "H", "C", "H", "N", "H", "C", "C", "N", "H", "N", "H", "C", "C", "H", "O", "H", "H", "H", "H", "H"], "positions_angstrom": [[3.23, -0.34, 5.42], [-5.44, -2.53, -2.14], [0.01, -3.20, -3.79], [0.87, 2.40, 0.46], [0.96, 0.44, -0.71], [-2.39, -3.26, 1.40], [3.96, 0.12, 2.40], [-0.68, -5.16, -0.62], [1.19, -3.52, -3.49], [-0.86, 5.03, -0.61], [-0.81, -6.03, 0.47], [-1.65, -5.47, 1.49], [3.70, -0.41, 4.29], [3.44, 4.74, 2.07], [-1.28, 1.27, -1.56], [1.38, 1.01, -1.55], [4.89, -0.94, 4.11], [3.31, 0.14, 3.17], [1.27, 4.57, -0.71], [-2.03, -6.03, 2.33], [-0.28, -5.16, -1.62], [-4.23, -3.13, -2.32], [-6.38, -3.04, -2.31], [3.47, 2.41, 4.33], [5.25, -1.22, 3.21], [-2.65, 6.09, -0.22], [-1.04, -0.09, 0.01], [-0.61, 6.96, 0.61], [-2.31, -2.34, -2.14], [-1.59, 6.09, -0.04], [1.47, 6.99, 0.68], [-1.21, -3.02, -5.36], [1.50, -0.50, -0.62], [2.61, 0.86, 3.29], [1.74, -3.70, -4.32], [2.50, 4.63, 2.45], [1.26, 2.92, 3.16], [2.30, 3.46, 3.07], [5.20, -1.28, 5.01], [-1.16, -3.97, -0.13], [-5.26, -1.24, -1.68], [0.50, 5.29, -0.51], [1.67, 4.88, 1.93], [-0.56, -0.67, -1.69], [-0.88, 7.88, 1.10], [3.43, 3.15, 3.64], [-1.22, -3.13, -0.69], [-3.93, -0.94, -1.72], [0.18, -3.85, -5.64], [-1.85, 2.25, -1.93], [-0.52, -7.07, 0.56], [0.63, 6.45, 0.26], [-0.52, 0.11, -0.93], [-3.29, -2.13, -2.06], [-3.92, -4.14, -2.55], [-0.27, -3.19, -5.03], [2.30, 1.56, 0.67], [1.23, 1.37, 0.53], [-1.90, -4.15, 1.04], [1.54, -3.64, -2.55], [-0.80, -2.80, -2.95], [-1.34, 4.19, -0.92], [4.24, 3.61, 3.25], [1.07, 0.97, 1.53], [-3.40, -0.07, -1.36], [-5.99, -0.46, -1.49]], "e_tot_ev": -41289.1008, "s2": 0.765, "charge": 1, "spin_multiplicity": 2, "homo_energy_ev": [-9.45, -9.45], "gap_ev": [5.730, 1.982], "lumo_energy_ev": [-3.720, -7.467]}